No. 1
36
Properties=species:S:1:pos:R:3:mulliken_charge:R:1 method="wB97M-V/def2-TZVPD" smiles="C[C@@H](CN)NC(=O)O.O.O.O.O.O.O" e_lumo_ev=0.13 e_tot_ev=-23864.334 de_lowest_kcal_mol=50.6 homo_ev=-9.33 multiplicity=1
O -3.3652 -1.4071 1.1649 -0.74
O 1.9170 0.9002 1.2199 -0.78
O 1.0111 3.1645 0.6114 -0.68
O -1.9685 -2.0157 -1.8706 -0.58
O 1.6881 -1.3191 1.2209 -0.66
O -1.5477 -3.0477 2.4097 -0.74
O -1.1230 -0.1012 1.3070 -0.68
O 1.2865 -1.0490 3.6702 -0.68
N -1.0702 1.8068 -1.4197 -0.40
N 1.1747 -0.2907 -0.6849 -0.02
C 1.6132 -0.1155 0.6158 0.58
C -0.2146 1.1249 -2.3797 -0.79
C 1.1596 0.9038 -1.6286 0.58
C 2.2696 0.6212 -2.5276 -1.74
H -0.9085 -2.2760 2.4334 0.26
H -0.6698 0.1652 0.4700 0.33
H 2.2645 -0.2642 -3.0597 0.48
H -1.9978 -2.3588 -1.0311 0.29
H 1.8047 -1.1312 2.3097 0.52
H -0.6754 2.2895 -0.6134 0.18
H 2.1882 1.3719 -3.3252 0.46
H 1.3951 2.3113 0.7953 0.40
H 1.5630 3.6809 1.2646 0.31
H -1.6641 0.6647 1.7532 0.30
H 3.3181 0.9209 -2.1465 0.29
H 0.3858 -0.8306 3.2306 0.34
H -0.5657 0.1718 -2.8475 0.22
H -2.3579 -2.5875 1.9396 0.48
H -1.5653 2.5182 -1.8012 0.27
H 1.5312 1.8404 -1.0664 0.07
H 0.0831 1.6033 -3.3271 0.44
H -3.9133 -0.8120 1.6580 0.27
H -2.4914 -1.0011 1.0488 0.44
H -2.9359 -2.2327 -2.1524 0.31
H 1.2250 -2.0114 3.8417 0.41
H 1.1558 -1.2082 -1.0828 0.26



No. 2
68
Properties=species:S:1:pos:R:3:mulliken_charge:R:1 method="wB97M-V/def2-TZVPD" smiles="Cc1nn(Cc2ccc(F)cc2)c2sc(C(=O)Nc3ccc(N4CCOCC4)cc3N3CCOCC3)cc12" e_lumo_ev=0.48 e_tot_ev=-56668.174 homo_ev=-7.30 multiplicity=1
S -2.3493 -0.5574 0.4670 -0.36
F -6.3535 3.5039 -3.3780 -0.33
O 0.2798 -3.2286 -0.8426 -0.73
O 7.6302 0.7049 -2.4731 -0.41
O 0.1896 2.4253 3.3723 -0.43
N 1.5699 0.9204 1.4252 0.32
N 0.5544 -1.1170 -0.0096 -0.03
N -5.9581 -2.0489 0.4663 -1.12
N -5.1556 -1.0013 0.7366 0.90
N 6.0448 -0.0574 -0.2244 -0.04
C 1.1705 0.3120 2.6882 -0.57
C -5.0737 2.2840 -0.2323 -0.27
C -5.7973 -4.3483 -0.3753 -1.21
C -3.8603 -2.6289 -0.0545 0.68
C 0.6229 3.0033 2.1627 -0.77
C -5.8777 1.1695 -0.0412 0.57
C -6.8345 0.8396 -0.9946 -0.27
C -6.1953 2.7338 -2.2826 0.39
C -0.1793 -2.1990 -0.3806 0.67
C 3.8236 0.4285 0.5581 0.25
C 4.1395 -1.4518 -0.8873 -0.52
C 2.4733 0.1507 0.6502 0.03
C -5.6918 0.2675 1.1548 -1.49
C 6.9989 -0.9615 -0.8335 -1.02
C 6.4849 1.3121 -0.4105 -0.64
C 1.9379 -0.9343 -0.0669 -0.57
C 7.2079 -0.6339 -2.3175 -0.38
C 4.6856 -0.3517 -0.2232 0.75
C -0.0646 1.0490 3.2094 -0.18
C 1.8889 2.3183 1.6407 -0.66
C 2.7892 -1.7356 -0.8102 -1.41
C 6.7003 1.5986 -1.9046 -0.61
C -3.8900 -1.3094 0.4180 0.25
C -2.5458 -3.0340 -0.3810 -1.77
C -1.6263 -2.0534 -0.1572 0.57
C -5.2160 -3.0365 0.0022 0.55
C -7.0010 1.6201 -2.1226 -0.67
C -5.2306 3.0788 -1.3544 -0.63
H -5.0058 0.7179 1.8776 0.57
H 4.7560 -2.0958 -1.4931 0.32
H -2.2648 -3.9994 -0.7595 0.51
H 7.1105 2.5987 -2.0542 0.38
H -6.6519 0.0620 1.6342 0.31
H 0.0756 -0.3144 0.3825 0.25
H 0.8117 4.0560 2.3784 0.40
H 7.4332 1.4423 0.1220 0.30
H -4.3211 2.5376 0.4996 0.39
H 2.6914 2.4560 2.3840 0.36
H -5.3461 -5.1441 0.2157 0.30
H 1.9789 0.3927 3.4339 0.32
H 5.7337 1.5179 -2.4282 0.32
H -4.6171 3.9507 -1.5164 0.42
H 2.1924 2.7666 0.6931 0.46
H 7.9960 -1.2526 -2.7495 0.36
H -7.7393 1.3792 -2.8707 0.43
H 4.2272 1.2468 1.1330 0.56
H 6.6815 -1.9939 -0.6971 0.50
H -0.1703 2.9203 1.4035 0.27
H -6.8692 -4.3334 -0.2017 0.36
H 5.7547 2.0132 -0.0123 0.34
H 6.2712 -0.7936 -2.8731 0.33
H 2.3834 -2.5789 -1.3434 0.49
H -0.3535 0.6731 4.1921 0.37
H -0.8990 0.9062 2.5042 0.00
H 7.9525 -0.8211 -0.3111 0.39
H 0.9433 -0.7440 2.5378 0.46
H -5.6034 -4.5570 -1.4265 0.30
H -7.4431 -0.0402 -0.8488 0.43



No. 3
16
Properties=species:S:1:pos:R:3:mulliken_charge:R:1 method="wB97M-V/def2-TZVPD" smiles="C=CN=C.CN" e_lumo_ev=1.12 e_tot_ev=-7288.264 de_lowest_kcal_mol=54.3 homo_ev=-8.64 multiplicity=1
N -0.3186 -1.9330 -1.5177 -0.41
N 1.3450 2.1262 1.4607 -0.53
C 0.4000 3.1556 0.9839 -0.79
C -1.2693 -2.7998 -1.5110 -0.26
C -0.5823 -0.3872 0.2874 -0.55
C 0.1665 -1.3154 -0.3539 -0.12
H 1.5362 2.2246 2.4536 0.20
H 0.1248 2.9516 -0.0560 0.30
H -0.4921 3.0636 1.5768 0.31
H -1.5412 -3.3365 -2.4400 0.27
H 0.8359 4.2128 1.1264 0.28
H -1.6985 -3.1985 -0.5579 0.26
H 1.1988 -1.5111 -0.1174 0.33
H 2.2738 2.2357 0.9998 0.22
H -1.6116 -0.2336 -0.0120 0.23
H -0.1002 0.3202 0.9879 0.25



No. 4
19
Properties=species:S:1:pos:R:3:mulliken_charge:R:1 method="wB97M-V/def2-TZVPD" e_lumo_ev=-6.01 e_tot_ev=-7896.055 de_lowest_kcal_mol=92.4 homo_ev=-14.57 multiplicity=1 charge=+1
N -0.1265 1.4806 -0.8012 -0.40
C 0.8521 0.0962 0.3254 0.54
C -1.6326 0.3514 1.0408 -1.41
C 0.8705 1.5868 0.2855 -0.57
C -0.9237 -1.0992 -0.8109 -2.22
C 1.7803 -1.0755 0.1497 -1.07
C -0.5946 0.1298 -0.0805 1.56
H 2.4386 -1.0057 -0.7728 0.34
H -1.3246 -0.1236 1.9464 0.34
H -2.5001 -0.1518 0.6657 0.40
H -0.9622 -1.9345 -0.2299 0.50
H -0.1657 -1.1728 -1.6398 0.53
H 1.1198 -2.0049 -0.0049 0.31
H 2.3687 -1.3954 0.9814 0.39
H 0.0965 1.6092 -1.7500 0.26
H 1.8704 2.0592 0.0040 0.33
H 0.4203 2.1993 1.1256 0.24
H -1.7801 -0.9829 -1.4227 0.48
H -1.8069 1.4337 0.9882 0.44